{
  "formula": "CH3OS",
  "method": "wB97M-V/def2-TZVPD",
  "total_charge": -1,
  "de_lowest_kcal_mol": 0.4,
  "orbital_gap_ev": 6.9,
  "lumo_energy_ev": 4.2,
  "symbols": ["S", "H", "O", "C", "H", "H"],
  "positions_angstrom": [[0.844, -0.958, -1.956], [1.255, 0.214, -2.457], [-0.884, 1.140, 1.717], [-0.523, 0.175, 1.084], [-0.315, 0.217, -0.003], [-0.376, -0.788, 1.616]],
  "mulliken_charge": [-0.88, -0.05, -0.48, 0.12, 0.07, 0.21]
}

***

{
  "formula": "CH3PS3",
  "method": "wB97M-V/def2-TZVPD",
  "de_lowest_kcal_mol": 15.2,
  "orbital_gap_ev": 8.4,
  "lumo_energy_ev": -0.4,
  "smiles": "PSC(=S)S",
  "symbols": ["P", "S", "C", "S", "S", "H", "H", "H"],
  "positions_angstrom": [[0.862, 0.396, -1.768], [-1.011, 0.100, -0.895], [-0.274, -0.673, 0.924], [0.956, -1.657, 1.032], [-1.296, -0.006, 2.073], [1.306, 1.643, -1.413], [0.221, 0.795, -3.001], [-0.764, -0.599, 3.048]],
  "mulliken_charge": [-0.04, -0.15, 0.21, -0.17, -0.11, 0.07, 0.06, 0.13]
}

***

{
  "formula": "CH3S",
  "method": "wB97M-V/def2-TZVPD",
  "total_charge": -1,
  "de_lowest_kcal_mol": 0.1,
  "orbital_gap_ev": 6.6,
  "lumo_energy_ev": 4.7,
  "smiles": "C[S-]",
  "symbols": ["C", "S", "H", "H", "H"],
  "positions_angstrom": [[-0.020, 0.108, 0.011], [0.388, -1.656, -0.154], [0.520, 0.614, 0.817], [0.195, 0.699, -0.879], [-1.084, 0.235, 0.205]],
  "mulliken_charge": [-0.77, -0.78, 0.19, 0.19, 0.17]
}

***

{
  "formula": "CH3S",
  "method": "wB97M-V/def2-TZVPD",
  "multiplicity": 2,
  "de_lowest_kcal_mol": 2.4,
  "orbital_gap_ev": [10.4, 7.1],
  "s_squared": 0.7528,
  "lumo_energy_ev": [1.1, -1.8],
  "symbols": ["C", "S", "H", "H", "H"],
  "positions_angstrom": [[0.156, 0.017, -0.114], [-1.281, -0.557, 0.893], [0.674, -0.844, -0.491], [-0.208, 0.701, -0.876], [0.659, 0.683, 0.588]],
  "mulliken_charge": [-0.66, -0.10, 0.25, 0.27, 0.25]
}

***

{
  "formula": "CH40Ag2ClO23",
  "method": "wB97M-V/def2-TZVPD",
  "multiplicity": 3,
  "total_charge": 1,
  "orbital_gap_ev": [9.0, 5.6],
  "s_squared": 2.0160,
  "lumo_energy_ev": [-2.9, -6.3],
  "symbols": ["Ag", "Ag", "C", "O", "O", "O", "Cl", "O", "H", "H", "O", "H", "H", "O", "H", "H", "O", "H", "H", "O", "H", "H", "O", "H", "H", "O", "H", "H", "O", "H", "H", "O", "H", "H", "O", "H", "H", "O", "H", "H", "O", "H", "H", "O", "H", "H", "O", "H", "H", "O", "H", "H", "O", "H", "H", "O", "H", "H", "O", "H", "H", "O", "H", "H", "O", "H", "H"],
  "positions_angstrom": [[-0.047, 0.068, -0.086], [1.397, -3.239, -2.615], [1.511, -0.486, -2.373], [0.992, 0.624, -2.220], [1.965, -1.038, -3.388], [1.064, -1.276, -1.564], [-2.376, -1.314, -0.863], [1.413, 3.327, 2.109], [1.005, 3.479, 2.962], [2.006, 4.069, 1.991], [1.745, -3.890, -0.448], [2.584, -3.720, -0.019], [1.324, -4.550, 0.102], [0.033, 4.908, 0.095], [-0.753, 5.092, 0.609], [0.462, 4.190, 0.561], [1.898, 2.379, -4.505], [1.569, 1.677, -3.944], [2.307, 2.998, -3.900], [-5.441, 0.043, -0.775], [-4.511, 0.134, -0.983], [-5.885, 0.127, -1.619], [-1.240, 1.898, -3.414], [-0.429, 1.639, -2.976], [-1.528, 1.108, -3.872], [2.607, 2.882, -1.815], [2.177, 2.040, -1.665], [3.500, 2.757, -1.493], [4.625, 0.898, 0.128], [4.955, 1.468, 0.823], [4.947, 1.297, -0.681], [0.165, -1.658, 1.650], [0.801, -1.714, 2.363], [-0.446, -2.376, 1.816], [-2.287, -0.695, 4.039], [-3.116, -0.708, 3.560], [-2.433, -0.076, 4.755], [-1.080, 0.945, 2.009], [-1.663, 1.651, 2.289], [-1.165, 0.279, 2.691], [-4.084, -1.178, 2.158], [-4.148, -2.123, 2.025], [-3.638, -0.855, 1.375], [-0.984, 2.024, -0.504], [-1.362, 2.214, -1.363], [-1.562, 2.467, 0.116], [1.894, 0.815, 0.881], [2.807, 0.857, 0.596], [1.733, 1.662, 1.295], [-0.825, -3.948, -2.012], [-1.131, -4.832, -1.808], [-1.410, -3.372, -1.520], [1.706, -1.980, 3.687], [2.219, -1.345, 4.188], [2.032, -2.832, 3.974], [-2.012, -0.250, -4.904], [-2.673, -0.936, -4.993], [-1.180, -0.722, -4.861], [-2.470, 3.244, 1.447], [-2.197, 4.142, 1.637], [-3.004, 3.317, 0.656], [-1.489, -3.974, 1.792], [-1.624, -4.485, 2.590], [-2.373, -3.784, 1.476], [4.149, -3.432, 0.985], [5.042, -3.425, 0.641], [3.934, -2.508, 1.111]],
  "mulliken_charge": [1.06, 0.37, 1.28, 0.05, -0.76, -0.80, -0.66, -0.57, 0.21, 0.30, -0.40, 0.32, 0.25, -0.59, 0.25, 0.34, -0.66, 0.29, 0.35, -0.58, 0.27, 0.29, -0.71, 0.06, 0.48, -0.63, 0.23, 0.24, -0.64, 0.32, 0.27, 0.18, 0.19, 0.10, -0.63, 0.40, 0.30, -0.19, 0.18, 0.15, -0.68, 0.29, 0.26, -0.09, 0.37, 0.04, -0.29, 0.16, 0.26, -0.44, 0.28, 0.19, -0.52, 0.25, 0.26, -0.66, 0.30, 0.29, -0.67, 0.21, 0.31, -0.58, 0.28, 0.25, -0.67, 0.31, 0.33]
}

***

{
  "formula": "CH4AlBr2ClMgOP",
  "method": "wB97M-V/def2-TZVPD",
  "total_charge": 1,
  "de_lowest_kcal_mol": 20.7,
  "orbital_gap_ev": 2.6,
  "lumo_energy_ev": -8.2,
  "symbols": ["C", "Al", "Br", "Br", "P", "O", "Cl", "H", "H", "H", "H", "Mg"],
  "positions_angstrom": [[0.897, -1.218, 0.428], [0.172, 0.647, 0.103], [1.531, 1.953, -1.426], [-0.018, 1.911, 2.137], [-2.063, 0.403, -0.682], [-2.871, -0.094, 0.684], [-2.032, -1.251, -1.933], [1.904, -1.362, 0.036], [0.913, -1.352, 1.512], [0.220, -1.983, 0.049], [-2.368, -0.811, 1.082], [3.714, 3.157, -1.989]],
  "mulliken_charge": [-0.97, 0.51, 0.09, -0.34, 0.39, -0.41, -0.15, 0.32, 0.27, 0.28, 0.34, 0.67]
}

***

{
  "formula": "CH4BBaFNO",
  "method": "wB97M-V/def2-TZVPD",
  "total_charge": 1,
  "orbital_gap_ev": 9.3,
  "lumo_energy_ev": -4.2,
  "symbols": ["C", "B", "O", "N", "F", "H", "H", "H", "H", "Ba"],
  "positions_angstrom": [[1.216, -0.586, 0.049], [-0.026, 0.295, 0.261], [-0.166, 1.571, -0.308], [-1.182, -0.096, 1.052], [-1.806, -1.181, 0.119], [1.629, -0.593, -0.961], [2.007, -0.138, 0.671], [1.116, -1.619, 0.373], [-0.045, 1.497, -1.265], [-2.743, 0.850, 0.011]],
  "mulliken_charge": [-0.77, 0.22, -0.69, -0.18, -0.41, 0.33, 0.29, 0.29, 0.37, 1.56]
}

***

{
  "formula": "CH4BF",
  "method": "wB97M-V/def2-TZVPD",
  "multiplicity": 3,
  "de_lowest_kcal_mol": 22.6,
  "orbital_gap_ev": [9.6, 7.2],
  "s_squared": 2.0068,
  "lumo_energy_ev": [0.8, -4.4],
  "symbols": ["B", "C", "F", "H", "H", "H", "H"],
  "positions_angstrom": [[-0.730, -0.645, 0.062], [0.643, -0.146, -0.089], [0.306, 2.238, -0.189], [-1.483, -0.054, 0.547], [-1.118, -1.676, -0.421], [1.369, 0.041, -0.873], [1.014, 0.242, 0.963]],
  "mulliken_charge": [0.03, -0.40, -0.01, -0.06, -0.05, 0.32, 0.18]
}

***

{
  "formula": "CH4Br2N",
  "method": "wB97M-V/def2-TZVPD",
  "total_charge": 1,
  "de_lowest_kcal_mol": 39.6,
  "orbital_gap_ev": [7.1, 7.1],
  "lumo_energy_ev": [-7.3, -7.3],
  "symbols": ["C", "N", "Br", "Br", "H", "H", "H", "H"],
  "positions_angstrom": [[2.577, 0.005, 0.661], [-0.185, -0.068, -0.400], [2.946, -1.586, -0.075], [3.008, 1.607, -0.095], [2.373, 0.174, 1.685], [-0.509, 0.648, 0.184], [-0.692, -0.909, -0.244], [-0.124, 0.134, -1.397]],
  "mulliken_charge": [-0.07, -0.65, 0.27, 0.27, 0.42, 0.26, 0.25, 0.26]
}

***

{
  "formula": "CH4Br2OSi",
  "method": "wB97M-V/def2-TZVPD",
  "de_lowest_kcal_mol": 87.6,
  "orbital_gap_ev": 10.6,
  "lumo_energy_ev": 0.1,
  "smiles": "[SiH3]OC(Br)Br",
  "symbols": ["Si", "O", "C", "Br", "Br", "H", "H", "H", "H"],
  "positions_angstrom": [[0.226, 1.381, 0.601], [0.833, 0.056, -0.231], [-0.113, -1.320, -0.710], [1.057, -2.801, -0.903], [-1.464, -1.478, 0.682], [-0.649, 1.006, 1.879], [-0.819, 2.097, -0.169], [1.403, 2.198, 0.531], [-0.473, -1.139, -1.681]],
  "mulliken_charge": [0.39, -0.25, -0.05, -0.02, -0.08, -0.11, -0.12, -0.10, 0.34]
}

***

{
  "formula": "CH4BrClOSi",
  "method": "wB97M-V/def2-TZVPD",
  "de_lowest_kcal_mol": 58.9,
  "orbital_gap_ev": [9.5, 9.5],
  "lumo_energy_ev": [-0.3, -0.3],
  "symbols": ["C", "O", "Si", "Cl", "Br", "H", "H", "H", "H"],
  "positions_angstrom": [[1.561, -0.347, -0.548], [-0.272, 0.300, -0.723], [-1.396, 0.390, 0.444], [1.368, -1.765, 0.386], [2.358, 1.065, 0.297], [1.692, -0.627, -1.644], [-1.548, 1.701, 1.068], [-1.170, -0.761, 1.261], [-2.593, 0.045, -0.539]],
  "mulliken_charge": [0.08, -0.35, 0.38, -0.04, 0.03, 0.28, -0.11, -0.16, -0.10]
}

***

{
  "formula": "CH4BrN2",
  "method": "wB97M-V/def2-TZVPD",
  "total_charge": 1,
  "de_lowest_kcal_mol": 110.2,
  "orbital_gap_ev": [9.1, 9.7],
  "lumo_energy_ev": [-6.7, -5.4],
  "symbols": ["C", "N", "N", "Br", "H", "H", "H", "H"],
  "positions_angstrom": [[0.758, 0.204, 0.011], [0.241, 1.357, -0.058], [-1.272, -1.236, 0.016], [2.424, -0.424, 0.027], [-0.781, 1.450, -0.061], [0.780, 2.228, -0.106], [-1.123, -1.705, 0.908], [-1.028, -1.875, -0.737]],
  "mulliken_charge": [0.36, -0.25, -0.47, 0.19, 0.33, 0.27, 0.29, 0.28]
}

***

{
  "formula": "CH4BrN4",
  "method": "wB97M-V/def2-TZVPD",
  "total_charge": 1,
  "de_lowest_kcal_mol": 21.1,
  "orbital_gap_ev": 8.8,
  "lumo_energy_ev": -5.9,
  "smiles": "[H]/N=N/C(=[NH2+])NBr",
  "symbols": ["H", "N", "N", "C", "N", "N", "Br", "H", "H", "H"],
  "positions_angstrom": [[-1.790, 1.094, -1.959], [-1.966, 0.587, -1.066], [-0.830, 0.681, -0.600], [0.009, 0.058, 0.190], [0.680, 0.676, 1.172], [0.275, -1.262, -0.080], [1.990, -1.926, 0.254], [0.322, 1.489, 1.636], [1.646, 0.263, 1.349], [-0.337, -1.660, -0.896]],
  "mulliken_charge": [0.34, -0.38, 0.15, 0.70, -0.35, -0.34, 0.11, 0.25, 0.17, 0.33]
}

***

{
  "formula": "CH4BrNO",
  "method": "wB97M-V/def2-TZVPD",
  "de_lowest_kcal_mol": 101.0,
  "orbital_gap_ev": [6.8, 6.8],
  "lumo_energy_ev": [-2.5, -2.5],
  "symbols": ["C", "N", "O", "Br", "H", "H", "H", "H"],
  "positions_angstrom": [[0.350, -1.057, -0.343], [-0.319, 2.021, 0.076], [1.157, -0.172, -0.536], [-1.598, 0.992, 0.728], [-0.681, -0.658, -0.229], [0.517, -1.709, 0.639], [0.155, -1.744, -1.118], [0.419, 2.326, 0.784]],
  "mulliken_charge": [-0.14, -0.37, -0.37, 0.16, -0.05, 0.24, 0.28, 0.26]
}

***

{
  "formula": "CH4BrNO",
  "method": "wB97M-V/def2-TZVPD",
  "de_lowest_kcal_mol": 98.0,
  "orbital_gap_ev": [8.0, 8.3],
  "lumo_energy_ev": [-0.4, -0.4],
  "symbols": ["C", "N", "O", "Br", "H", "H", "H", "H"],
  "positions_angstrom": [[-0.041, -0.811, 0.734], [-0.338, 0.848, -0.775], [-0.294, 0.528, 0.534], [-0.383, 2.626, -1.165], [-0.870, -1.468, 0.613], [0.306, -0.898, 1.799], [0.803, -0.842, 0.001], [0.817, 0.018, -1.742]],
  "mulliken_charge": [-0.33, -0.25, -0.11, -0.02, 0.22, 0.20, 0.13, 0.16]
}

***

{
  "formula": "CH4CdClO",
  "method": "wB97M-V/def2-TZVPD",
  "total_charge": 1,
  "de_lowest_kcal_mol": 88.7,
  "orbital_gap_ev": 4.1,
  "lumo_energy_ev": -10.1,
  "symbols": ["Cd", "Cl", "C", "O", "H", "H", "H", "H"],
  "positions_angstrom": [[3.031, -2.591, 0.923], [5.256, -3.301, 3.918], [6.781, -3.143, 1.222], [7.624, -2.433, 0.381], [6.123, -3.781, 0.741], [7.512, -3.481, 2.042], [6.106, -2.580, 1.880], [7.066, -1.743, 0.097]],
  "mulliken_charge": [0.93, -0.08, -0.41, -0.38, 0.37, 0.32, -0.04, 0.29]
}

***

{
  "formula": "CH4Cl2O2P",
  "method": "wB97M-V/def2-TZVPD",
  "total_charge": 1,
  "de_lowest_kcal_mol": 33.5,
  "orbital_gap_ev": 10.8,
  "lumo_energy_ev": -5.8,
  "symbols": ["C", "O", "O", "P", "Cl", "Cl", "H", "H", "H", "H"],
  "positions_angstrom": [[-1.066, -1.163, -0.167], [-0.346, 1.774, 0.328], [0.326, -0.874, -0.015], [1.128, 0.434, 0.129], [2.198, 0.713, -1.482], [2.110, 0.380, 1.811], [-1.172, -2.196, 0.018], [-1.363, -1.243, -1.194], [-1.730, -0.470, 0.426], [-0.084, 2.646, 0.146]],
  "mulliken_charge": [-0.59, -0.53, -0.21, 1.08, 0.00, 0.00, 0.29, 0.32, 0.30, 0.33]
}

***

{
  "formula": "CH4Cl2Si",
  "method": "wB97M-V/def2-TZVPD",
  "de_lowest_kcal_mol": 29.8,
  "orbital_gap_ev": 11.4,
  "lumo_energy_ev": 0.8,
  "smiles": "C[SiH](Cl)Cl",
  "symbols": ["C", "Si", "Cl", "Cl", "H", "H", "H", "H"],
  "positions_angstrom": [[0.309, 0.009, -0.436], [-1.675, -0.020, 0.445], [-2.645, -1.741, -0.101], [-2.874, 1.363, -0.255], [0.898, 0.879, 0.033], [1.029, -0.860, -0.414], [0.455, 0.139, -1.524], [-1.335, 0.038, 1.934]],
  "mulliken_charge": [-1.07, 0.64, -0.23, -0.17, 0.27, 0.31, 0.33, -0.08]
}

***

{
  "formula": "CH4ClFeO",
  "method": "wB97M-V/def2-TZVPD",
  "multiplicity": 6,
  "total_charge": 2,
  "de_lowest_kcal_mol": 0.0,
  "orbital_gap_ev": [10.8, 8.6],
  "s_squared": 8.7619,
  "lumo_energy_ev": [-11.3, -13.6],
  "symbols": ["Fe", "Cl", "C", "O", "H", "H", "H", "H"],
  "positions_angstrom": [[-1.885, 2.896, 0.705], [-0.702, 1.374, 1.124], [0.575, -0.777, -0.595], [-0.007, -1.145, 0.642], [-0.054, -0.260, -1.320], [1.423, -0.101, -0.489], [0.943, -1.665, -1.109], [-0.296, -0.321, 1.041]],
  "mulliken_charge": [1.10, -0.18, -0.58, 0.02, 0.38, 0.44, 0.31, 0.52]
}

***

{
  "formula": "CH4ClNO",
  "method": "wB97M-V/def2-TZVPD",
  "de_lowest_kcal_mol": 85.0,
  "orbital_gap_ev": 9.2,
  "lumo_energy_ev": -0.7,
  "smiles": "C=O.NCl",
  "symbols": ["C", "O", "H", "H", "N", "Cl", "H", "H"],
  "positions_angstrom": [[0.321, -1.526, -0.446], [0.211, -1.959, -1.590], [1.268, -1.417, -0.044], [-0.603, -1.373, 0.220], [-0.385, 1.131, 0.628], [-0.599, 1.917, -1.129], [-0.870, 1.664, 1.408], [0.658, 1.563, 0.953]],
  "mulliken_charge": [-0.06, -0.42, 0.27, 0.22, -0.57, -0.06, 0.30, 0.32]
}